109
Properties=species:S:1:pos:R:3:forces:R:3:lowdin_spin:R:1 method="wB97M-V/def2-TZVPD" e_tot_ev=-123564.5022 s2=2.01 charge=-1 homo_ev="-4.76 / -4.76" max_force_ev_per_a=6.15 multiplicity=3
C 0.593 5.812 1.098 1.332 -0.885 0.336 0.00
C 0.252 4.254 0.840 0.111 0.725 1.043 0.00
N 0.418 3.449 1.866 -0.420 1.121 -2.904 0.00
C -0.193 3.855 -0.638 1.114 -0.293 0.497 0.00
C -1.714 3.370 -0.819 1.222 -0.927 -2.021 0.00
C -1.831 1.909 -0.172 0.197 -0.579 0.772 0.00
C -3.141 1.082 -0.595 -0.156 0.682 0.366 0.00
C -2.886 -0.138 -1.596 -1.055 2.012 -2.060 0.00
F -1.695 0.012 -2.388 -2.380 -0.907 2.305 0.00
F -3.950 -0.049 -2.573 2.033 -0.747 1.982 0.00
C -3.042 -1.595 -0.960 -2.341 0.406 -0.970 0.00
F -4.308 -1.586 -0.270 2.766 0.037 -1.439 0.00
F -3.219 -2.508 -2.036 0.983 1.405 2.636 0.00
C -1.951 -2.030 0.118 -0.555 -1.294 2.307 0.00
F -1.343 -0.976 0.834 -1.379 -1.870 -2.035 0.00
F -2.674 -2.782 1.115 1.753 1.420 -2.148 0.00
C -0.803 -3.023 -0.389 0.627 -1.596 1.984 0.00
F -0.017 -3.337 0.777 -1.573 0.857 -2.456 0.00
F -1.368 -4.279 -0.778 1.311 3.314 0.402 0.00
C 0.223 -2.432 -1.460 0.592 -0.324 -1.762 0.00
F 0.664 -1.119 -1.195 -1.636 -3.008 -0.611 0.00
F -0.425 -2.556 -2.739 1.400 0.727 2.741 0.00
C 1.585 -3.313 -1.598 1.064 0.116 2.102 0.00
F 1.376 -4.697 -1.412 0.199 2.781 -0.690 0.00
F 2.475 -2.907 -0.545 -2.215 -0.856 -2.259 0.00
C 2.382 -3.056 -2.966 2.253 0.574 -0.210 0.00
F 3.778 -3.112 -2.621 -3.022 0.055 -0.883 0.00
F 2.193 -1.773 -3.526 -0.091 -3.170 1.351 0.00
C 2.199 -4.239 -4.067 1.388 -0.050 -1.352 0.00
F 0.873 -4.661 -4.223 3.400 0.896 0.210 0.00
F 3.062 -5.325 -3.741 -2.733 2.419 -0.686 0.00
F 2.732 -3.704 -5.279 -1.825 -1.525 2.700 0.00
C -1.878 3.121 -2.429 -2.191 -0.274 -5.738 0.00
O -0.856 2.855 -3.161 -1.497 0.614 3.188 0.00
O -3.104 3.208 -3.065 4.131 -0.138 4.251 0.00
N -2.779 4.338 -0.462 -0.382 -1.555 1.871 0.00
I -2.459 6.258 -1.074 -0.347 -0.344 0.039 0.00
P -3.521 4.184 1.096 0.197 2.182 0.630 0.00
S -2.668 5.160 2.569 -0.220 -0.296 -0.075 0.00
H 1.485 5.800 1.834 -1.520 0.085 -1.007 0.00
H -0.254 6.386 1.595 0.944 -0.865 -0.915 0.00
H 0.995 6.330 0.150 -0.991 -0.773 1.315 0.00
H 0.197 2.497 1.530 0.115 0.317 0.294 0.00
H 0.120 4.696 -1.364 -0.898 -1.352 1.171 0.00
H 0.471 2.960 -0.946 -1.207 1.404 0.362 0.00
H -0.863 1.351 -0.465 -1.700 0.937 0.193 0.00
H -1.807 1.909 0.986 0.035 0.331 -1.780 0.00
H -3.869 1.817 -1.113 1.286 -1.310 0.290 0.00
H -3.695 0.751 0.363 1.001 0.046 -1.640 0.00
H -4.845 4.771 0.977 0.803 -0.833 -0.556 0.00
H -3.735 2.853 1.566 0.027 0.300 -1.131 0.00
C 2.878 10.160 5.155 0.114 0.219 0.232 0.00
C 2.206 8.852 4.657 -0.205 1.983 -0.206 0.02
C 0.964 8.533 5.520 0.011 -0.405 0.096 0.01
C 1.306 8.009 6.911 -0.067 0.022 0.076 0.00
C 2.269 6.830 6.831 -0.340 0.081 -0.312 0.01
C 3.532 7.144 5.999 1.412 -0.189 1.571 0.02
N 3.212 7.744 4.670 -2.753 -2.957 -1.175 0.31
O 2.737 6.749 3.873 1.382 1.810 1.039 0.61
C 4.451 8.093 6.805 -0.053 0.308 0.075 0.00
C 4.372 5.848 5.873 -0.317 -0.060 -0.721 0.00
C 1.721 9.198 3.227 0.068 -0.732 -0.152 0.00
H 2.705 10.348 6.217 0.127 -0.097 -0.015 0.00
H 3.956 10.155 4.972 -0.120 -0.086 0.043 0.00
H 2.485 11.041 4.636 -0.084 -0.308 -0.009 0.00
H 0.343 7.784 5.014 0.201 0.029 -0.111 0.00
H 0.339 9.428 5.618 0.207 0.032 -0.186 0.00
H 1.726 8.806 7.531 0.049 0.007 -0.027 0.00
H 0.386 7.691 7.415 0.111 0.058 -0.069 0.00
H 2.552 6.528 7.844 0.234 0.015 -0.138 0.00
H 1.738 5.975 6.395 0.158 0.082 -0.152 0.00
H 5.319 8.396 6.211 -0.124 -0.027 -0.017 0.00
H 4.833 7.594 7.701 -0.125 -0.153 -0.189 0.00
H 3.952 8.991 7.164 -0.006 0.016 -0.123 0.00
H 3.815 5.026 5.417 -0.004 0.239 -0.099 0.00
H 4.695 5.495 6.856 -0.136 0.305 0.033 0.00
H 5.273 6.023 5.274 -0.155 0.018 0.026 0.00
H 2.564 9.437 2.571 -0.017 -0.073 0.085 0.00
H 1.058 10.070 3.246 0.203 -0.094 0.298 0.00
H 1.145 8.391 2.768 0.246 -0.057 0.101 0.00
C -1.945 -7.098 -4.074 -0.056 0.163 -0.273 0.00
C -1.211 -8.151 -3.199 -0.309 2.036 -0.071 0.02
C 0.274 -8.243 -3.617 0.086 -0.389 -0.062 0.01
C 0.492 -8.967 -4.941 0.089 0.027 -0.053 0.00
C -0.191 -10.329 -4.941 0.195 0.221 0.362 0.01
C -1.685 -10.250 -4.559 -0.827 -0.667 -1.857 0.02
N -1.919 -9.466 -3.310 2.881 -2.142 2.414 0.32
O -1.526 -10.236 -2.260 -1.304 1.303 -1.664 0.59
C -2.480 -9.633 -5.734 0.014 0.299 -0.110 0.00
C -2.245 -11.692 -4.462 0.075 0.095 0.764 0.00
C -1.273 -7.561 -1.769 0.044 -0.674 0.233 0.00
H -1.493 -6.977 -5.060 -0.102 -0.114 0.000 0.00
H -3.002 -7.345 -4.201 0.146 -0.048 0.012 0.00
H -1.917 -6.102 -3.617 0.131 -0.272 0.076 0.00
H 0.845 -8.768 -2.841 -0.219 -0.014 0.047 0.00
H 0.706 -7.238 -3.682 -0.273 -0.023 0.121 0.00
H 0.133 -8.358 -5.777 -0.050 -0.007 0.027 0.00
H 1.568 -9.100 -5.109 -0.133 0.042 0.012 0.00
H -0.079 -10.787 -5.929 -0.266 -0.029 0.067 0.00
H 0.339 -10.985 -4.241 -0.204 0.044 0.086 0.00
H -3.531 -9.491 -5.465 0.123 0.010 0.053 0.00
H -2.458 -10.292 -6.607 0.089 -0.099 0.239 0.00
H -2.086 -8.680 -6.082 -0.041 0.024 0.124 0.00
H -1.704 -12.308 -3.740 -0.074 0.232 0.052 0.00
H -2.171 -12.205 -5.425 0.072 0.325 -0.039 0.00
H -3.303 -11.681 -4.176 0.151 0.052 0.012 0.00
H -2.307 -7.469 -1.423 0.065 -0.055 -0.067 0.00
H -0.827 -6.561 -1.745 -0.093 -0.188 -0.333 0.00
H -0.717 -8.156 -1.040 -0.178 -0.129 -0.156 0.00